Below is a structure of composition C42H49B2N9O3PdTe, with properties calculated with ωB97M-V/def2-TZVPD.

Each line ends with the Löwdin charge.
Element x y z (Å)
Pd 0.1786 0.1625 -0.1503  1.208
C -3.5409 0.3442 2.1288  -0.023
C -2.7880 -0.1897 1.0802  -0.100
N -1.5740 0.3405 1.0931  -0.011
N -1.5007 1.2006 2.1303  0.026
C -2.6888 1.2265 2.7628  -0.052
B -0.2729 2.1598 2.2444  -0.626
N 1.0519 1.3278 2.3589  0.033
C 2.0671 1.5004 3.2259  -0.038
C 3.1214 0.6970 2.8422  -0.018
C 2.6728 0.0447 1.6964  -0.099
N 1.4359 0.4429 1.4173  -0.091
N -0.2252 2.9405 0.8972  0.034
C -0.6072 4.1742 0.5135  -0.039
C -0.4527 4.2909 -0.8510  -0.018
C 0.0136 3.0464 -1.2595  -0.093
N 0.1480 2.2468 -0.2062  -0.071
N -0.3722 2.9925 3.4968  -0.019
C -0.2512 4.3203 3.7627  -0.060
C -0.4050 4.5005 5.1094  -0.037
C -0.6171 3.2019 5.6081  -0.142
N -0.5910 2.2906 4.6492  0.069
H -4.5690 0.1364 2.3714  0.109
H -3.0681 -0.9039 0.3215  0.120
H -2.8495 1.8714 3.6112  0.127
H 1.9727 2.1829 4.0544  0.132
H 4.0835 0.6054 3.3158  0.113
H 3.1776 -0.6670 1.0638  0.109
H -0.9913 4.8888 1.2167  0.118
H -0.6584 5.1511 -1.4632  0.113
H 0.2453 2.6870 -2.2488  0.125
H -0.0194 5.0434 3.0025  0.113
H -0.3609 5.4267 5.6560  0.106
H -0.7868 2.8976 6.6308  0.096
C 2.3078 -0.1092 8.6913  -0.047
C 0.7836 -0.2226 8.6535  -0.549
C 0.1798 1.0791 9.2088  -0.026
C 0.3375 -1.4134 9.5405  -0.011
C 0.2634 -0.5300 7.2744  -0.073
C -1.1861 -0.5151 7.0561  0.060
C -1.7806 -0.8418 5.8727  0.066
C -0.9032 -1.2074 4.8542  -0.146
O -1.1789 -1.6109 3.6242  0.167
B 0.0734 -1.8679 2.9844  -0.354
O 1.1035 -1.6428 3.9145  0.173
C 0.5260 -1.2296 5.0499  -0.143
C 1.1176 -0.9028 6.2362  0.103
H 2.6130 0.2050 9.6886  0.100
H 2.6758 0.6373 7.9839  0.096
H 2.7991 -1.0630 8.4887  0.094
H 0.4366 1.1539 10.2654  0.101
H -0.9063 1.1266 9.1374  0.079
H 0.5963 1.9516 8.7013  0.090
H 0.7557 -1.2712 10.5376  0.103
H 0.7023 -2.3642 9.1480  0.099
H -0.7484 -1.4699 9.6364  0.091
H -1.8205 -0.2424 7.8875  0.126
H -2.8515 -0.8238 5.7275  0.145
H 2.1907 -0.9276 6.3472  0.137
C -1.6998 -2.6374 -2.0971  0.010
C -0.8931 -1.6248 -1.3642  -0.667
O -0.9868 -0.3703 -1.7060  -0.131
N -0.0654 -1.8284 -0.3613  -0.221
Te 0.1019 -3.8107 0.8722  1.793
C -0.7501 -5.6135 1.6982  -0.352
C 0.0965 -6.6784 1.9927  -0.282
C 1.5930 -6.6875 1.7739  -0.042
C -0.4956 -7.8288 2.5210  0.002
C -1.8559 -7.9220 2.7566  -0.242
C -2.4683 -9.1806 3.3134  -0.032
C -2.6565 -6.8167 2.4714  0.000
C -2.1275 -5.6528 1.9385  -0.310
C -3.0421 -4.4930 1.6211  -0.061
C 1.0740 -4.6983 -0.7735  -0.360
C 0.4129 -5.6230 -1.5892  -0.281
C -1.0558 -5.9732 -1.5265  -0.049
C 1.1672 -6.2592 -2.5770  0.003
C 2.5110 -5.9954 -2.7722  -0.236
C 3.3038 -6.7068 -3.8350  -0.029
C 3.1220 -5.0448 -1.9551  0.004
C 2.4322 -4.3876 -0.9537  -0.306
C 3.1615 -3.3727 -0.1110  -0.077
H -2.3192 -2.1386 -2.8395  0.103
H -2.3339 -3.1956 -1.4073  0.068
H -1.0331 -3.3412 -2.5976  0.091
H 2.0206 -5.6950 1.6398  0.034
H 1.8540 -7.2729 0.8898  0.100
H 2.0909 -7.1425 2.6301  0.093
H 0.1422 -8.6757 2.7543  0.129
H -1.7103 -9.9294 3.5345  0.081
H -3.1759 -9.6146 2.6054  0.091
H -3.0182 -8.9690 4.2311  0.089
H -3.7236 -6.8723 2.6618  0.128
H -4.0346 -4.6584 2.0364  0.089
H -3.1616 -4.3614 0.5414  0.067
H -2.6669 -3.5514 2.0333  0.054
H -1.6302 -5.3212 -0.8784  0.021
H -1.1972 -6.9950 -1.1693  0.103
H -1.4896 -5.9145 -2.5261  0.097
H 0.6689 -6.9761 -3.2216  0.131
H 2.6725 -7.3575 -4.4366  0.082
H 4.0867 -7.3175 -3.3824  0.093
H 3.7935 -5.9935 -4.4990  0.091
H 4.1731 -4.8193 -2.1023  0.130
H 4.2238 -3.3749 -0.3455  0.090
H 3.0560 -3.5727 0.9592  0.059
H 2.7693 -2.3720 -0.3046  0.054

Properties
LUMO (alpha / beta), eV: -5.41 / -8.38
Total charge: +2
Highest occupied orbital energy (alpha / beta), eV: -12.48 / -13.16
Orbital gap (alpha / beta), eV: 7.0724 / 4.7768
Multiplicity: 5

Below is a structure of composition C42H49BrN5O6PS2SiV at a distorted geometry, with properties calculated with ωB97M-V/def2-TZVPD.

Each line ends with the Löwdin charge.
Element x y z (Å)
V -0.5745 0.8174 0.7319  0.477
O 1.1319 0.6730 0.6306  -0.271
C 1.9512 1.6165 0.8353  -0.248
C 1.6214 2.8795 1.3987  -0.133
C 2.6325 3.7678 1.7824  0.062
C 2.3425 4.9740 2.4107  -0.193
C 1.0006 5.3396 2.6445  -0.030
C -0.0073 4.4930 2.2802  -0.014
C 0.2495 3.2367 1.6775  -0.329
O -0.7173 2.4299 1.4113  -0.211
N 3.3752 5.7955 2.8705  -0.351
O 4.5540 5.4335 2.7091  0.025
O 3.0855 6.8582 3.4492  0.024
H 3.0132 1.4486 0.6311  0.103
H 3.6662 3.4978 1.6234  0.123
H 0.7993 6.2809 3.1332  0.105
H -1.0401 4.7487 2.4774  0.117
S -2.8393 0.5682 0.3400  0.654
C -3.3722 -0.4144 1.6584  -0.655
C -4.7189 -0.7467 1.7562  -0.075
C -5.1903 -1.5689 2.7746  -0.211
C -6.5492 -1.9075 2.8503  -0.215
N -7.6673 -2.1778 2.9071  0.143
C -4.2844 -2.0721 3.7420  -0.210
C -2.9413 -1.7151 3.6620  -0.062
C -2.4730 -0.8959 2.6455  -0.644
S -0.7866 -0.4969 2.6046  0.712
C -4.7340 -2.9087 4.7726  -0.214
N -5.0951 -3.5958 5.6249  0.141
H -5.4063 -0.3625 1.0165  0.112
H -2.2480 -2.0847 4.4031  0.111
C -0.0984 -1.7717 -2.7876  -0.095
O -0.1899 -0.4440 -2.3264  -0.095
C -0.2288 0.5430 -3.2638  -0.184
C -0.2597 0.3323 -4.6441  -0.042
C -0.2521 1.4516 -5.4715  -0.668
Br -0.2419 1.1611 -7.3600  0.698
C -0.2557 2.7382 -5.0100  -0.083
C -0.2568 2.9653 -3.6182  -0.071
C -0.1982 1.8442 -2.7622  -0.132
O -0.0945 1.9860 -1.3981  0.008
C -0.2915 4.3019 -3.1101  -0.242
N 0.0696 5.3788 -3.7882  0.175
C -0.0694 6.4272 -2.9298  -0.237
C 0.2034 7.7825 -3.1012  -0.027
C -0.0160 8.6258 -2.0284  -0.114
C -0.5078 8.1607 -0.8107  -0.100
C -0.7863 6.8184 -0.6134  -0.014
C -0.5561 5.9696 -1.6785  -0.186
N -0.6781 4.6153 -1.8109  0.177
H 0.7819 -1.9024 -3.4275  0.095
H -1.0016 -2.0672 -3.3331  0.103
H -0.0088 -2.3887 -1.8921  0.047
H -0.2843 -0.6549 -5.0712  0.098
H -0.2791 3.5859 -5.6758  0.103
H 0.4394 2.7695 -1.1968  0.113
H 0.5828 8.1522 -4.0416  0.103
H 0.2021 9.6808 -2.1295  0.092
H -0.6698 8.8582 -0.0008  0.096
H -1.1549 6.4435 0.3289  0.101
H -1.1462 4.0078 -1.1555  0.164
C -4.8108 -3.3471 -0.6710  -0.194
Si -3.0076 -3.8924 -0.3199  0.393
C -2.5771 -5.0162 -1.8367  -0.220
C -2.9848 -4.9941 1.2451  -0.180
C -1.7928 -2.5294 -0.1447  -0.297
H -5.4298 -4.1594 -1.0454  0.004
H -4.8313 -2.5510 -1.4088  0.014
H -5.2840 -2.9650 0.2270  -0.011
H -3.2774 -5.8406 -1.9418  -0.007
H -1.5814 -5.4413 -1.7594  -0.011
H -2.6101 -4.4407 -2.7575  -0.003
H -3.4943 -5.9416 1.0951  0.006
H -3.4671 -4.4949 2.0800  0.000
H -1.9662 -5.2145 1.5468  0.002
H -1.1223 -2.4606 0.7006  -0.079
H -1.8519 -1.6260 -0.7333  -0.097
C 3.2440 -4.9739 0.2148  -0.125
C 2.0415 -4.1342 -0.2016  -0.551
C 0.7403 -4.8257 0.1935  -0.150
P 2.0590 -2.2947 0.2992  1.143
C 2.8509 -2.3521 2.0171  -0.554
C 3.0320 -0.9331 2.5518  -0.128
C 1.9523 -3.0919 3.0033  -0.128
C 3.5214 -1.8499 -0.8565  -0.528
C 4.9324 -1.7861 -0.2791  -0.130
C 3.2194 -0.5368 -1.5826  -0.129
H 3.1331 -5.9853 -0.1790  0.070
H 3.3226 -5.0375 1.2967  0.062
H 4.1693 -4.5617 -0.1786  0.051
H 2.0373 -4.0806 -1.3018  0.089
H 0.6432 -4.9403 1.2689  0.055
H 0.6983 -5.8202 -0.2537  0.072
H -0.1132 -4.2485 -0.1558  0.005
H 3.8268 -2.8512 1.9640  0.084
H 2.0619 -0.4425 2.6351  0.039
H 3.6654 -0.3311 1.9078  0.045
H 3.4876 -0.9602 3.5430  0.079
H 0.9911 -2.5869 3.0776  0.032
H 2.4156 -3.0801 3.9907  0.074
H 1.7851 -4.1275 2.7240  0.044
H 3.5048 -2.6479 -1.6101  0.086
H 5.0385 -0.9422 0.3972  0.059
H 5.6473 -1.6518 -1.0930  0.073
H 5.2073 -2.6882 0.2612  0.050
H 3.5827 0.3089 -1.0061  0.052
H 2.1489 -0.4083 -1.7164  0.039
H 3.7079 -0.5047 -2.5587  0.076

Properties
LUMO (alpha / beta), eV: 3.22 / 3.24
Total charge: -2
Highest occupied orbital energy (alpha / beta), eV: -0.12 / -0.11
Orbital gap (alpha / beta), eV: 3.3333 / 3.3566
Multiplicity: 2

Below is a structure of composition C42H49ClCrN5O5SSi at a distorted geometry, with properties calculated with ωB97M-V/def2-TZVPD.

Each line ends with the Löwdin charge.
Element x y z (Å)
Cr 2.3364 1.4008 0.3814  0.858
Cl 5.4575 -4.4692 -2.5625  0.661
C 4.8897 -3.1461 -1.6062  -0.683
C 5.1574 -3.1228 -0.2339  -0.084
C 4.7394 -2.0595 0.5233  0.013
C 4.0196 -0.9686 -0.0336  -0.314
O 3.7050 0.0336 0.6947  -0.101
C 3.7033 -1.0476 -1.4344  -0.114
C 2.9274 -0.0679 -2.1006  -0.008
N 2.3629 0.9629 -1.5333  0.002
C 1.6879 1.8995 -2.3083  -0.215
C 1.7400 2.0365 -3.6835  0.010
C 1.0579 3.0792 -4.3180  -0.059
C 0.2978 3.9711 -3.6097  -0.018
C 0.2025 3.8599 -2.2065  -0.132
C -0.5549 4.7331 -1.3977  0.026
C -0.5521 4.5333 -0.0398  -0.013
C 0.2204 3.5106 0.5097  -0.079
N 0.9801 2.7006 -0.2087  -0.010
C 0.9354 2.8381 -1.5590  -0.183
C 4.1717 -2.1376 -2.1926  -0.060
H 5.6928 -3.9466 0.2121  0.109
H 4.9413 -2.0280 1.5842  0.121
H 2.7995 -0.2279 -3.1706  0.133
H 2.3230 1.3588 -4.2882  0.108
H 1.1504 3.1738 -5.3887  0.109
H -0.2208 4.7743 -4.1102  0.115
H -1.1232 5.5308 -1.8507  0.123
H -1.1230 5.1679 0.6199  0.113
H 0.2233 3.3659 1.5813  0.126
H 3.9423 -2.1805 -3.2474  0.114
C 2.5985 3.8683 3.7801  -0.003
C 2.7767 3.2098 2.4459  -0.247
N 2.2194 2.0492 2.1372  -0.094
N 1.4819 1.3937 3.0273  0.109
C 0.9255 0.3303 2.4542  -0.398
O 1.0545 0.1047 1.2157  -0.149
C 0.1799 -0.5799 3.3336  -0.125
C -0.2979 -1.7924 2.8447  0.004
C -0.9478 -2.6620 3.7007  -0.074
C -1.1200 -2.3408 5.0373  -0.087
C -0.6492 -1.1298 5.5239  -0.083
C 0.0002 -0.2532 4.6783  -0.026
C 3.5371 3.7441 1.3752  -0.180
C 4.1982 4.9862 1.3994  0.014
C 4.9223 5.3961 0.3057  -0.037
C 5.0003 4.5488 -0.8031  -0.033
C 4.3186 3.3502 -0.7699  -0.079
N 3.5800 2.9480 0.2619  0.027
H 1.9849 3.2179 4.3981  0.070
H 2.1040 4.8342 3.6755  0.090
H 3.5571 4.0212 4.2716  0.091
H -0.1518 -2.0277 1.8026  0.098
H -1.3319 -3.5987 3.3273  0.103
H -1.6124 -3.0311 5.7056  0.104
H -0.7857 -0.8747 6.5659  0.100
H 0.3915 0.6866 5.0332  0.100
H 4.1194 5.6021 2.2797  0.114
H 5.4288 6.3502 0.3048  0.115
H 5.5744 4.8209 -1.6742  0.110
H 4.3594 2.6744 -1.6154  0.125
C -1.9793 -0.8830 -3.4898  -0.072
C -3.3641 -1.0652 -2.8665  -0.650
C -4.1190 0.2682 -2.9208  -0.033
C -4.1457 -2.1334 -3.6404  -0.028
O -3.2822 -1.4957 -1.5195  -0.156
Si -2.1405 -1.3967 -0.3507  -0.146
S -1.0422 0.3955 -0.5568  0.441
O -1.0386 -2.5793 -0.4277  -0.155
C -1.1228 -3.9866 -0.5840  -0.634
C -0.0009 -4.6006 0.2622  -0.021
C -2.4813 -4.5066 -0.1264  -0.025
C -0.8971 -4.3431 -2.0572  -0.023
O -2.9126 -1.5553 1.0743  -0.140
C -3.9222 -0.7685 1.6894  -0.631
C -5.2474 -1.0062 0.9636  -0.022
C -3.5420 0.7119 1.6434  -0.069
C -4.0507 -1.2028 3.1550  -0.023
H -2.0671 -0.6770 -4.5539  0.081
H -1.3837 -1.7787 -3.3427  0.068
H -1.4713 -0.0555 -2.9995  -0.003
H -4.1884 0.6050 -3.9522  0.080
H -3.5825 1.0100 -2.3345  0.065
H -5.1218 0.1588 -2.5174  0.078
H -4.1966 -1.8598 -4.6914  0.080
H -5.1557 -2.2248 -3.2484  0.082
H -3.6511 -3.0975 -3.5515  0.069
H -0.2416 -4.5147 1.3175  0.066
H 0.9303 -4.0709 0.0768  0.085
H 0.1289 -5.6525 0.0172  0.082
H -2.6882 -4.1233 0.8688  0.077
H -2.4828 -5.5953 -0.1124  0.089
H -3.2540 -4.1389 -0.7971  0.082
H 0.0601 -3.9523 -2.3951  0.087
H -1.6872 -3.9216 -2.6733  0.060
H -0.9012 -5.4241 -2.1763  0.084
H -5.1071 -0.8258 -0.0964  0.064
H -6.0209 -0.3501 1.3512  0.083
H -5.5629 -2.0382 1.0906  0.087
H -3.4805 1.0437 0.6117  0.037
H -2.5632 0.8536 2.0964  0.067
H -4.2701 1.3174 2.1769  0.081
H -4.3184 -2.2532 3.2259  0.085
H -4.8255 -0.6109 3.6348  0.083
H -3.1152 -1.0515 3.6813  0.060

Properties
LUMO (alpha / beta), eV: -1.25 / -1.61
Total charge: 0
Highest occupied orbital energy (alpha / beta), eV: -5.70 / -5.71
Orbital gap (alpha / beta), eV: 4.4533 / 4.1002
Multiplicity: 4

Below is a structure of composition C42H50BaClN10OP at a distorted geometry, with properties calculated with ωB97M-V/def2-TZVPD.

Each line ends with the Löwdin charge.
Element x y z (Å)
Ba -0.4796 -0.9216 -0.6008  1.711
C -1.1145 -4.0566 0.8367  -0.209
C 0.3011 -4.3478 0.3566  -0.180
N 0.7118 -3.4508 -0.7485  -0.163
C 0.3918 -3.9495 -2.0952  -0.152
C -1.0612 -3.7560 -2.4976  -0.266
C -1.6718 -4.6211 -3.3865  0.004
C -2.9816 -4.3662 -3.7724  -0.011
C -3.6562 -3.2826 -3.2306  0.005
C -2.9892 -2.4741 -2.3278  -0.266
C -3.6751 -1.2913 -1.6657  -0.158
N -3.1318 -1.0630 -0.3105  -0.197
C -3.5548 -2.1151 0.6469  -0.185
C -2.5533 -2.2827 1.7841  -0.199
N -1.2083 -2.6564 1.2883  -0.213
N -1.7047 -2.6917 -1.9963  -0.041
H -1.8146 -4.2176 0.0211  0.102
H -1.3780 -4.7639 1.6293  0.134
H 0.9862 -4.1948 1.1901  0.119
H 0.3597 -5.4009 0.0684  0.129
H 1.7180 -3.3431 -0.7011  0.094
H 0.9936 -3.3810 -2.8099  0.121
H 0.6450 -5.0031 -2.2191  0.127
H -1.1319 -5.4769 -3.7755  0.127
H -3.4786 -5.0204 -4.4802  0.125
H -4.6884 -3.0723 -3.4951  0.129
H -3.4871 -0.4000 -2.2663  0.101
H -4.7549 -1.4619 -1.6577  0.133
H -3.4732 -0.1640 0.0291  0.091
H -4.5365 -1.9032 1.0744  0.133
H -3.6387 -3.0589 0.1075  0.115
H -2.4499 -1.3403 2.3221  0.087
H -2.9466 -3.0234 2.4896  0.132
H -0.5573 -2.5511 2.0697  0.118
C 3.8639 -1.0685 -0.0868  -0.079
C 3.7390 -1.6919 1.3007  -0.401
C 4.9267 -2.6166 1.5627  -0.059
C 3.6592 -0.5760 2.3234  -0.292
C 3.9574 -0.9833 3.7567  -0.081
O 3.0674 -0.1418 4.5186  -0.006
C 2.1437 0.3355 3.6428  -0.326
N 2.3283 0.0789 2.4093  0.165
C 1.0854 1.1619 4.2836  -0.134
C 1.2671 1.4321 5.6447  -0.003
C 0.3834 2.2277 6.3521  -0.046
C -0.7031 2.7720 5.6972  -0.050
C -0.9007 2.5081 4.3500  -0.072
C -0.0265 1.7117 3.6087  -0.289
P -0.3891 1.4355 1.8103  1.017
C -2.0617 2.2004 1.6541  -0.404
C -2.2956 3.4736 1.1293  -0.091
C -3.5848 4.0001 1.0910  -0.096
C -4.6591 3.2632 1.5714  -0.062
C -4.4402 1.9913 2.0943  -0.066
C -3.1535 1.4694 2.1305  -0.141
C 0.6735 2.6690 0.9679  -0.386
C 0.5453 2.7619 -0.4228  -0.143
C 1.2915 3.6799 -1.1493  -0.082
C 2.2077 4.4941 -0.4959  -0.074
C 2.3634 4.3896 0.8810  -0.058
C 1.5939 3.4904 1.6131  -0.063
H 3.7164 -1.8048 -0.8836  0.068
H 4.8726 -0.6570 -0.2123  0.094
H 3.1502 -0.2546 -0.2191  0.062
H 2.8089 -2.2744 1.3669  0.122
H 5.8540 -2.0374 1.6280  0.097
H 5.0413 -3.3351 0.7470  0.085
H 4.8189 -3.1878 2.4907  0.079
H 4.3702 0.1987 2.0101  0.159
H 4.9775 -0.7893 4.0689  0.139
H 3.7090 -2.0248 3.9637  0.128
H 2.1217 1.0133 6.1488  0.120
H 0.5523 2.4238 7.4061  0.119
H -1.4066 3.4039 6.2289  0.118
H -1.7617 2.9544 3.8712  0.099
H -1.4700 4.0712 0.7608  0.111
H -3.7442 4.9999 0.6980  0.097
H -5.6603 3.6811 1.5527  0.116
H -5.2724 1.4172 2.4912  0.113
H -2.9941 0.4997 2.5918  0.085
H -0.1592 2.1213 -0.9456  0.040
H 1.1474 3.7668 -2.2209  0.101
H 2.7960 5.2116 -1.0584  0.109
H 3.0840 5.0194 1.3939  0.114
H 1.7156 3.4417 2.6905  0.110
N 5.0730 -0.1969 -5.1520  0.197
C 4.0124 0.2043 -4.4493  -0.485
N 3.7742 1.5189 -4.3495  0.205
N 3.2491 -0.7129 -3.9024  0.124
C 2.1848 -0.5452 -3.1824  -0.353
N 1.2210 -0.4177 -2.5265  -0.055
H 5.7411 0.4512 -5.5295  0.125
H 5.2749 -1.1772 -5.1985  0.125
H 4.3471 2.2005 -4.8137  0.123
H 2.9918 1.8479 -3.8132  0.107
Cl -4.0664 4.6995 -2.2649  0.747
C -3.0209 3.4785 -2.8822  -0.634
C -2.4853 3.5738 -4.1526  -0.064
C -1.6499 2.5579 -4.5915  -0.041
C -1.3822 1.4947 -3.7483  -0.147
N -1.9034 1.4039 -2.5168  0.008
C -2.7112 2.3847 -2.0964  -0.168
H -2.7217 4.4236 -4.7839  0.122
H -1.2144 2.5941 -5.5830  0.116
H -0.7279 0.6849 -4.0568  0.091
H -3.1255 2.3080 -1.0914  0.097

Properties
LUMO, eV: -4.16
Total charge: +2
Highest occupied orbital energy, eV: -12.59
Orbital gap, eV: 8.4290

- Number 4 is which compound?
  C42H50BaClN10OP